68
Properties=species:S:1:pos:R:3:forces:R:3 method="wB97M-V/def2-TZVPD" energy_ha=-5407.69934 multiplicity=1 homo_lumo_gap_ha="0.107 / 0.103"
Mn -0.548 1.376 2.503 2.171 -3.454 -0.376
N -1.008 -0.535 3.339 -0.473 0.146 0.078
C 0.121 -1.097 4.113 0.676 0.239 -0.048
C 1.394 -0.256 3.886 -0.840 0.229 -0.189
O 2.500 -0.681 4.172 0.423 -0.488 0.239
N 1.112 0.938 3.338 0.498 0.347 0.380
C 2.248 1.670 2.821 -0.192 -0.363 0.149
C 2.127 1.698 1.313 0.808 -0.004 0.942
O 3.007 2.029 0.556 0.386 0.218 -0.308
O 0.950 1.316 0.858 -1.059 0.223 -1.658
H -1.775 -0.293 3.972 0.183 -0.179 -0.284
H -1.352 -1.255 2.705 -0.017 0.289 0.172
H 0.346 -2.119 3.792 -0.072 0.136 0.076
H -0.096 -1.108 5.183 -0.033 -0.055 -0.089
H 3.186 1.181 3.112 -0.086 0.247 -0.167
H 2.246 2.707 3.175 0.106 -0.017 -0.057
O -0.526 3.437 2.171 1.754 0.424 -0.386
Cl -1.836 2.974 2.543 -3.014 3.186 0.358
O -2.735 4.046 2.560 -0.743 0.938 0.017
O -1.796 2.341 3.846 0.248 -0.733 1.214
O -2.255 1.977 1.588 -0.695 -1.063 -1.282
C 1.399 3.821 -1.104 -0.265 -0.857 -0.040
Ge 0.848 1.894 -1.048 0.362 -0.128 0.514
C 2.000 0.659 -2.128 -0.715 0.665 0.488
C 1.768 0.651 -3.499 -0.186 0.095 0.120
C 2.525 -0.147 -4.337 0.054 -0.007 -0.179
C 3.525 -0.948 -3.811 -0.045 -0.037 -0.049
C 3.761 -0.947 -2.447 0.061 -0.039 0.057
C 3.007 -0.142 -1.609 -0.020 0.052 0.224
C -1.110 1.692 -1.444 0.899 0.284 0.081
C -1.787 2.899 -1.604 0.336 -0.065 0.182
C -3.127 2.935 -1.959 -0.443 -0.083 -0.123
C -3.808 1.763 -2.171 0.029 0.289 0.086
C -3.158 0.523 -2.032 -0.097 -0.158 -0.002
C -3.835 -0.680 -2.338 0.289 0.183 0.095
C -3.144 -1.892 -2.421 -0.173 -0.149 -0.093
C -1.836 -1.974 -2.065 0.356 0.294 0.379
C -1.139 -0.835 -1.407 -0.109 0.144 -0.616
C -1.792 0.497 -1.650 0.142 -0.260 0.024
H 1.133 4.242 -2.071 -0.140 0.026 -0.052
H 2.476 3.889 -0.977 -0.050 -0.161 0.022
H 0.910 4.380 -0.308 -0.085 -0.023 0.017
H 0.980 1.274 -3.903 -0.059 0.004 -0.170
H 2.344 -0.138 -5.402 -0.039 -0.004 -0.095
H 4.116 -1.576 -4.461 0.056 -0.039 -0.069
H 4.542 -1.567 -2.034 0.073 -0.058 0.053
H 3.208 -0.133 -0.548 0.076 -0.002 0.063
H -1.267 3.831 -1.438 0.064 0.123 -0.001
H -3.627 3.885 -2.078 -0.050 0.059 0.028
H -4.850 1.782 -2.455 -0.111 -0.024 -0.044
H -4.886 -0.643 -2.588 -0.081 0.061 -0.057
H -3.660 -2.765 -2.798 -0.009 -0.052 0.018
H -1.293 -2.903 -2.141 0.014 -0.145 0.003
H -0.090 -0.797 -1.722 -0.059 -0.021 0.044
C -1.156 -1.119 0.126 0.063 -0.102 0.180
C -0.403 -2.353 0.532 -0.098 -0.126 0.106
C -0.998 -3.299 1.361 -0.004 0.055 -0.096
C -0.295 -4.412 1.788 -0.012 -0.076 0.031
C 1.010 -4.605 1.373 0.012 -0.045 0.074
C 1.611 -3.673 0.544 0.079 -0.006 -0.004
C 0.913 -2.554 0.131 -0.059 0.092 0.025
H -2.201 -1.197 0.432 -0.020 0.099 0.074
H -0.712 -0.247 0.632 -0.171 0.027 -0.071
H -2.027 -3.173 1.670 -0.135 0.041 -0.003
H -0.770 -5.129 2.440 -0.045 -0.092 0.052
H 1.556 -5.474 1.702 0.099 -0.111 0.039
H 2.634 -3.813 0.230 0.122 -0.010 -0.051
H 1.395 -1.826 -0.506 0.065 0.023 -0.044



45
Properties=species:S:1:pos:R:3:forces:R:3 method="wB97M-V/def2-TZVPD" energy_ha=-22196.21078 multiplicity=1 homo_lumo_gap_ha=0.220 charge=+1
Ag 6.855 18.220 -11.867 0.733 0.219 1.076
Ag 3.264 18.467 -14.313 0.294 0.509 -0.536
Ag 2.646 15.303 -12.557 0.249 -0.666 0.611
B 5.439 18.426 -9.236 -0.792 -0.223 1.526
F 6.744 18.858 -9.639 -0.179 0.127 -0.263
F 4.953 17.576 -10.289 0.031 0.135 0.056
F 5.517 17.654 -8.060 0.195 0.422 -0.759
F 4.552 19.480 -9.066 0.579 -0.200 -0.395
B 5.317 16.448 -13.544 -0.065 -0.803 -0.720
F 4.621 16.615 -14.781 0.005 0.320 -0.038
F 6.660 16.724 -13.662 -0.062 -0.259 -0.304
F 4.740 17.361 -12.633 -0.913 0.181 -0.595
F 5.019 15.147 -13.124 0.079 0.177 -0.231
Br 10.512 16.199 -12.179 -0.691 -0.073 -0.494
C 9.688 15.349 -13.783 0.935 0.521 -0.140
C 10.800 14.536 -14.428 -0.612 -0.750 0.786
Br 10.261 14.022 -16.196 -0.174 -0.095 -0.506
H 9.351 16.105 -14.489 0.036 0.312 0.376
H 8.836 14.771 -13.442 0.137 -0.215 0.045
H 10.900 13.608 -13.865 0.272 0.034 -0.088
H 11.764 15.021 -14.499 -0.113 0.294 0.014
Br 8.397 11.296 -13.729 -0.684 -0.029 -0.140
C 6.528 11.207 -14.327 -0.231 -0.644 -0.634
C 6.078 12.547 -14.824 -0.027 0.559 0.725
Br 4.198 12.419 -15.418 0.469 0.193 0.174
H 5.882 10.849 -13.529 0.309 0.200 0.343
H 6.415 10.465 -15.117 0.550 -0.026 -0.003
H 6.681 12.994 -15.607 -0.104 -0.341 -0.299
H 6.101 13.233 -13.982 -0.268 0.196 -0.077
Br 3.020 13.809 -9.888 0.133 0.327 -0.718
C 4.803 14.424 -10.483 0.927 -0.073 0.478
C 5.696 14.812 -9.311 -1.043 0.856 -0.688
Br 7.345 15.465 -10.116 0.209 -0.300 0.002
H 4.629 15.314 -11.078 0.066 -0.098 0.365
H 5.297 13.665 -11.085 -0.507 -0.229 -0.057
H 5.898 14.025 -8.597 0.152 -0.060 -0.016
H 5.240 15.704 -8.887 0.318 -0.227 0.606
Br 7.688 16.899 -18.882 -0.260 0.294 -0.107
C 6.665 18.551 -18.585 0.345 -0.410 0.181
C 5.677 18.222 -17.491 0.308 0.247 -0.409
Br 4.608 19.812 -17.096 -0.256 0.148 0.772
H 6.249 18.906 -19.520 -0.080 -0.160 -0.031
H 7.404 19.248 -18.200 -0.078 0.167 -0.159
H 6.289 17.959 -16.633 -0.575 -0.131 0.333
H 4.902 17.512 -17.745 0.382 -0.427 -0.064



17
Properties=species:S:1:pos:R:3:forces:R:3 method="wB97M-V/def2-TZVPD" energy_ha=-1084.02357 multiplicity=1 homo_lumo_gap_ha="0.252 / 0.237" charge=+1
C -0.131 -2.079 -0.240 0.914 -0.690 -1.487
C 0.335 0.234 0.183 0.180 1.365 1.157
C -1.405 -2.012 2.492 -0.284 2.127 0.822
C -0.788 0.897 0.839 -0.698 -0.001 0.823
C -0.638 0.785 2.374 1.200 -1.454 1.513
C 1.073 -0.427 -1.818 -0.632 -0.254 -2.074
N 0.276 -0.840 -0.567 0.765 -0.882 -0.629
S -0.641 -2.753 1.278 -0.254 -1.684 -0.472
S -1.708 -0.545 3.168 0.814 -0.574 -1.038
H 0.034 -2.997 -0.967 -0.149 2.316 1.244
H -0.721 1.991 0.709 -0.237 -0.389 -0.687
H -1.719 0.410 0.562 -0.528 0.564 -0.388
H 0.411 0.424 2.479 -0.644 0.251 0.708
H -0.771 1.614 3.119 -0.053 -0.118 -1.479
H 2.150 -0.283 -1.676 -0.488 0.278 0.985
H 1.112 -1.278 -2.587 -1.055 1.278 0.946
H 0.557 0.567 -2.148 1.151 -2.133 0.056



17
Properties=species:S:1:pos:R:3:forces:R:3 method="wB97M-V/def2-TZVPD" energy_ha=-550.42340 multiplicity=1 homo_lumo_gap_ha=0.296 smiles="Oc1c[nH]c(O)c1.O=CO"
O -0.453 1.610 -5.274 -0.274 0.010 -0.566
C -0.108 1.925 -4.013 0.423 0.050 0.720
C 1.114 1.990 -3.371 -0.313 -0.198 -0.135
C 0.800 2.272 -2.006 0.054 -0.021 0.420
O 4.101 2.549 0.981 0.508 -0.558 0.510
C 4.733 1.802 1.692 -0.185 0.857 -1.551
O 4.215 0.965 2.565 -1.114 -1.129 0.550
C -0.554 2.451 -1.879 0.401 -0.175 0.384
N -1.097 2.205 -3.131 -0.241 0.064 -0.490
H 0.305 1.270 -5.758 0.022 0.061 0.144
H 2.095 1.849 -3.817 -0.299 -0.020 0.146
H 5.829 1.678 1.624 -0.234 0.202 0.333
H -1.171 2.696 -1.021 0.240 -0.138 -0.269
H -2.084 2.181 -3.349 0.369 0.038 -0.001
O 1.681 2.306 -0.948 -0.342 0.200 -0.272
H 3.237 0.850 2.428 1.067 0.600 0.116
H 2.540 1.961 -1.212 -0.082 0.156 -0.039



9
Properties=species:S:1:pos:R:3:forces:R:3 method="wB97M-V/def2-TZVPD" energy_ha=-535.25053 multiplicity=1 homo_lumo_gap_ha=0.211 charge=-1
C 1.984 -2.582 -1.079 -0.738 0.072 0.280
N 0.505 0.813 0.100 -0.623 0.851 -0.031
O 1.501 -3.496 -0.508 0.249 -0.043 -0.112
O 2.818 -1.986 -1.662 0.060 0.136 -0.093
Si -0.206 -0.736 -0.420 0.345 -0.290 -1.505
H 1.507 0.869 0.099 0.285 -0.008 -0.201
H 0.123 1.483 -0.567 0.491 0.142 0.376
H -1.549 -0.028 -1.075 0.780 -0.898 0.976
H -0.411 -1.443 0.886 -0.848 0.039 0.309



120
Properties=species:S:1:pos:R:3:forces:R:3 method="wB97M-V/def2-TZVPD" energy_ha=-2159.37489 multiplicity=2 homo_lumo_gap_ha="0.268 / 0.076" charge=+1
C -16.645 -26.155 -2.335 -0.206 -0.954 -0.485
O -16.638 -26.585 -3.705 1.574 3.170 0.657
C -17.140 -27.821 -3.935 -0.842 -2.507 0.359
C -16.758 -28.389 -5.313 -1.450 1.896 1.387
N -15.381 -28.840 -5.255 -0.736 0.872 0.534
C -14.795 -28.898 -6.546 2.148 -1.422 0.180
C -13.361 -29.568 -6.501 -0.945 -0.452 0.347
O -12.262 -28.671 -6.338 -3.305 1.464 -0.823
C -11.113 -29.212 -5.915 3.263 0.059 -0.380
H -15.964 -26.762 -1.739 0.235 -0.238 0.033
H -17.632 -26.301 -1.897 -0.272 0.128 -0.031
H -16.345 -25.116 -2.204 -0.084 0.004 -0.622
H -18.217 -27.781 -3.771 -0.391 -0.321 -0.254
H -16.728 -28.528 -3.214 -0.001 -0.311 0.430
H -17.011 -27.530 -5.936 0.810 0.371 -0.820
H -17.571 -29.052 -5.609 0.688 -1.040 0.121
H -14.886 -28.089 -4.794 -0.018 -0.049 0.679
H -14.608 -27.936 -7.023 -0.514 0.256 -0.374
H -15.480 -29.557 -7.081 0.422 0.189 -0.803
H -13.431 -30.151 -7.419 1.307 0.038 -0.458
H -13.174 -30.265 -5.684 -1.067 -0.390 0.138
H -10.666 -29.826 -6.696 0.081 -0.598 0.065
H -10.989 -29.691 -4.944 -1.052 -0.470 0.260
H -10.414 -28.379 -5.830 0.180 0.253 -0.037
C -7.561 -25.438 -6.511 0.703 -0.358 0.140
O -6.279 -25.262 -5.884 -0.844 -0.940 -1.719
C -6.206 -24.185 -5.049 2.178 1.127 1.474
C -4.808 -24.142 -4.292 -1.362 0.850 -0.337
N -3.628 -23.674 -5.120 -1.774 0.535 2.571
C -3.257 -24.454 -6.235 1.915 -1.666 0.046
C -2.350 -25.610 -5.696 0.205 -1.104 -2.033
O -0.956 -25.333 -5.375 -1.798 1.310 -0.837
C -0.303 -26.477 -4.945 -0.216 -0.977 0.512
H -8.249 -25.848 -5.772 -0.131 -0.433 -0.083
H -7.372 -26.089 -7.365 -0.257 -0.334 0.312
H -8.084 -24.578 -6.928 0.595 0.732 0.172
H -7.041 -24.208 -4.349 -0.050 0.115 0.468
H -6.221 -23.232 -5.578 -0.340 0.190 -0.358
H -4.683 -24.954 -3.576 0.359 -1.187 -0.934
H -4.945 -23.402 -3.503 -0.076 0.885 -0.342
H -2.896 -23.913 -4.467 0.476 1.066 0.323
H -2.615 -23.898 -6.919 -0.153 0.349 -0.107
H -4.120 -24.825 -6.788 0.204 -0.268 0.076
H -2.271 -26.310 -6.528 -0.187 -0.508 -0.056
H -2.844 -26.136 -4.879 -0.027 0.088 0.338
H -0.689 -27.431 -5.304 -0.516 0.028 -0.794
H -0.509 -26.586 -3.881 0.941 0.087 0.466
H 0.730 -26.481 -5.294 0.119 0.405 0.653
C -14.271 -21.899 -4.842 0.559 0.277 0.533
O -13.435 -21.056 -5.600 0.376 0.359 -0.712
C -13.327 -21.186 -7.023 -1.947 -2.541 0.167
C -12.926 -19.920 -7.626 0.059 1.869 0.136
N -14.006 -18.965 -7.911 -0.624 -1.790 -0.434
C -13.577 -17.662 -8.353 -0.347 -0.363 0.544
C -14.776 -16.708 -8.320 0.433 0.725 0.510
O -15.241 -16.594 -6.984 -1.078 -0.062 -0.123
C -16.532 -15.957 -6.839 0.959 -0.295 1.011
H -14.988 -21.245 -4.345 -0.308 -0.259 0.059
H -13.613 -22.332 -4.088 -0.124 -0.169 0.361
H -14.770 -22.750 -5.305 -0.003 0.256 -0.680
H -14.279 -21.556 -7.405 -0.524 0.312 -0.120
H -12.687 -22.022 -7.305 0.760 0.115 0.268
H -12.332 -20.052 -8.530 0.151 -0.031 0.172
H -12.356 -19.541 -6.778 1.114 0.670 -0.306
H -14.583 -18.888 -7.085 -0.066 0.283 0.072
H -13.127 -17.701 -9.344 -0.261 -0.080 -0.229
H -12.762 -17.400 -7.678 0.088 1.120 0.145
H -15.629 -16.999 -8.934 0.276 -0.452 -0.398
H -14.463 -15.709 -8.621 0.159 0.124 -0.413
H -16.505 -14.882 -7.018 0.322 0.125 -0.034
H -16.724 -16.151 -5.784 -0.345 0.363 -0.020
H -17.386 -16.337 -7.400 0.381 -0.607 -0.464
C -10.408 -22.064 -1.482 -0.097 0.978 -0.731
O -10.543 -23.137 -0.625 -1.080 -2.568 1.483
C -11.883 -23.358 -0.067 2.152 0.995 -2.222
C -11.970 -24.719 0.649 -0.414 3.450 -0.095
N -13.337 -24.739 1.207 3.090 -2.586 -1.384
C -13.536 -25.949 1.940 -2.321 1.838 1.877
C -14.963 -25.764 2.502 -0.330 -2.083 -0.354
O -15.842 -25.870 1.355 1.101 0.603 1.234
C -17.202 -25.727 1.718 -0.945 0.482 -0.107
H -10.885 -21.165 -1.093 0.126 0.264 0.257
H -10.862 -22.228 -2.460 -0.075 -0.298 -0.195
H -9.338 -21.903 -1.615 -0.118 0.108 0.023
H -12.592 -23.248 -0.888 -0.306 -0.300 -0.061
H -11.968 -22.481 0.576 -0.730 -0.403 0.763
H -11.173 -24.609 1.385 -0.290 -0.740 0.625
H -11.874 -25.653 0.096 0.101 0.141 -0.473
H -14.078 -24.407 0.605 -0.708 0.479 0.016
H -12.779 -25.891 2.722 0.023 -0.558 0.123
H -13.480 -26.880 1.377 0.140 0.172 -0.465
H -15.086 -24.899 3.154 -0.047 0.592 -0.560
H -15.145 -26.602 3.175 -0.167 -0.260 0.041
H -17.464 -24.719 2.041 0.393 0.301 0.138
H -17.515 -26.387 2.527 0.207 -0.349 -0.111
H -17.823 -25.884 0.835 0.254 -0.372 -0.003
C -7.408 -25.243 -1.244 0.964 0.617 -0.587
C -7.190 -26.634 -1.778 -1.897 -1.472 0.774
C -8.332 -27.036 -2.702 -0.615 -0.575 -0.330
O -5.946 -26.805 -2.331 1.775 0.909 -1.469
H -8.212 -25.104 -0.520 0.143 -0.342 0.044
H -7.623 -24.601 -2.098 -0.234 0.134 -0.130
H -6.456 -24.854 -0.883 -0.097 -0.039 0.507
H -7.158 -27.426 -1.030 -0.884 0.366 1.077
H -8.397 -26.547 -3.674 0.404 0.345 0.053
H -9.306 -26.899 -2.232 -0.049 0.271 0.307
H -8.332 -28.107 -2.901 0.314 -0.180 -0.115
H -5.958 -27.591 -2.881 0.119 -0.028 -0.101
C -13.611 -25.973 -3.962 -0.239 -1.138 0.291
C -12.113 -25.840 -3.816 -0.176 0.205 -0.022
C -11.399 -24.796 -4.708 0.360 -1.499 1.301
O -11.982 -25.554 -2.440 -0.308 0.829 2.000
H -13.980 -26.690 -3.228 0.427 -0.407 0.273
H -13.840 -26.495 -4.891 -0.280 0.943 -0.404
H -14.219 -25.125 -3.648 0.266 0.533 -0.985
H -11.685 -26.835 -3.933 0.156 -0.069 -0.668
H -10.347 -24.946 -4.462 0.343 0.112 -0.215
H -11.610 -23.780 -4.376 -0.520 0.021 -0.635
H -11.517 -25.093 -5.750 -0.247 0.663 -0.060
H -11.104 -25.485 -2.060 0.517 0.028 -0.828



15
Properties=species:S:1:pos:R:3:forces:R:3 method="wB97M-V/def2-TZVPD" energy_ha=-664.83701 multiplicity=1 homo_lumo_gap_ha=0.336 smiles="[H]/N=C/CN(C)C=S"
C 1.382 0.616 0.112 -2.079 1.354 0.724
C -1.345 0.906 -0.310 0.774 -0.914 0.800
C -0.836 -0.141 0.724 0.497 2.162 -0.762
C 0.895 -1.679 -0.171 4.198 2.663 -1.851
N -2.323 1.621 -0.041 -1.340 1.840 -0.947
N 0.504 -0.402 0.282 1.134 0.795 0.757
S 2.966 0.609 -0.119 1.360 -0.182 -0.383
H -0.622 1.003 -1.148 -0.858 -0.002 -0.010
H 0.883 1.620 0.126 0.311 -0.872 0.461
H -0.894 0.253 1.751 0.146 0.149 -0.416
H -1.349 -1.054 0.755 -1.034 -1.242 -0.380
H 0.273 -2.019 -0.888 -2.738 -1.551 -1.885
H 1.809 -1.334 -0.860 -1.254 -1.706 1.686
H 1.176 -2.368 0.554 0.533 -1.292 1.298
H -2.519 2.369 -0.766 0.349 -1.203 0.908



10
Properties=species:S:1:pos:R:3:forces:R:3 method="wB97M-V/def2-TZVPD" energy_ha=-297.51034 multiplicity=1 homo_lumo_gap_ha=0.332
C -1.715 0.456 0.646 0.183 0.134 -0.086
N -0.625 0.828 0.118 -0.439 0.035 0.237
N 0.531 0.733 0.826 0.265 -0.111 -0.129
C 1.515 0.114 0.293 -0.136 0.156 0.210
N 1.466 -0.488 -0.986 -0.496 -0.150 -0.007
N 0.391 -1.085 -1.174 0.415 0.133 -0.190
H -1.782 -0.036 1.617 0.082 0.058 -0.067
H 0.348 -1.336 -2.171 0.203 -0.145 -0.015
H -2.621 0.627 0.069 0.118 -0.024 0.118
H 2.493 0.187 0.763 -0.195 -0.085 -0.070



- What is the multiplicity in the first record?
  1